(1)
143
Properties=species:S:1:pos:R:3:forces:R:3:mulliken_charge:R:1 method="wB97M-V/def2-TZVPD" orbital_gap_ha=0.3279 spin_multiplicity=1 e_tot_ha=-2465.40242 lumo_ev=0.305 molar_mass_g_mol=757.2 e_homo_ev=-8.62
C 0.51702 -6.77996 -4.28636 0.87 -1.37 -0.35 -0.79
O 1.88598 -6.53258 -4.02748 -0.36 2.04 2.06 -0.19
C 2.63665 -6.38437 -5.15746 0.80 -1.88 -2.56 -0.77
C 3.98210 -5.71250 -4.97756 -0.80 1.40 0.87 -0.44
N 4.89198 -5.65424 -6.10344 0.73 -0.10 -0.25 -0.35
C 5.86838 -4.47409 -6.02399 -2.26 -1.96 1.68 -0.63
C 6.64714 -4.32379 -7.30652 -1.64 0.22 0.04 -0.39
O 5.55865 -4.15996 -8.24225 1.07 0.62 -0.67 -0.30
C 5.86821 -3.41611 -9.43070 -0.56 -1.12 -0.07 -0.74
H 0.09284 -6.20790 -5.11154 0.13 0.38 0.06 0.31
H -0.09149 -6.69230 -3.38628 0.31 0.10 -0.02 0.20
H 0.60244 -7.81920 -4.60381 -1.21 -0.39 -0.17 0.39
H 2.09154 -5.88709 -5.95975 -0.22 0.61 -0.02 0.34
H 2.77158 -7.38048 -5.57896 0.32 -0.59 -0.27 0.42
H 4.44765 -6.02976 -4.04445 0.30 -0.45 -0.13 0.28
H 3.58277 -4.72828 -4.73273 0.51 0.94 0.24 0.19
H 4.42041 -5.71476 -6.99454 -0.08 0.36 0.02 0.29
H 6.32218 -4.74311 -5.07015 1.28 0.27 -0.35 0.37
H 5.25175 -3.62423 -5.73144 0.16 0.71 -0.64 0.30
H 7.21673 -5.23377 -7.49522 0.20 0.09 -0.25 0.28
H 7.23486 -3.40748 -7.36179 0.38 -0.19 0.37 0.40
H 6.60006 -2.61192 -9.35471 -0.20 0.26 0.68 0.30
H 4.89133 -3.07599 -9.77438 0.25 0.35 -0.13 0.23
H 6.27669 -4.07053 -10.20075 0.01 -0.28 -0.10 0.28
C 8.66533 4.30872 -0.23246 -0.68 1.27 -0.40 -1.32
C 7.58092 3.42207 0.41981 1.66 -0.94 -0.84 0.77
C 7.10653 2.40208 -0.58163 -1.23 -1.62 -1.12 -1.03
O 6.13425 1.54197 -0.01419 -1.40 -0.77 1.79 -0.30
C 5.72933 0.37352 -0.72674 0.71 0.62 -0.38 -0.80
N 8.20637 2.70601 1.50822 -0.09 -0.23 1.06 -0.72
H 8.34677 4.55001 -1.24656 0.00 0.18 -0.18 0.33
H 9.71526 4.02263 -0.29495 -0.35 -1.11 0.24 0.36
H 8.74896 5.26539 0.28319 -0.33 0.15 0.16 0.34
H 6.67471 3.99286 0.62251 0.09 0.32 0.54 0.22
H 7.79692 1.65098 -0.96542 1.17 0.87 -0.32 0.42
H 6.56268 2.90304 -1.38248 0.52 0.32 -0.54 0.37
H 4.86371 -0.11354 -0.27777 -0.17 0.68 0.15 0.26
H 6.47480 -0.42135 -0.75025 0.62 0.12 0.14 0.32
H 5.54292 0.63867 -1.76743 -0.37 -0.05 -0.16 0.30
H 7.80256 1.79012 1.64306 -0.29 -0.08 -0.14 0.24
H 8.10217 3.16673 2.40096 0.11 0.26 0.02 0.22
C 2.33165 -7.90362 2.80722 1.03 0.29 2.40 -1.43
C 1.98283 -6.67488 1.98339 2.14 0.28 -0.03 0.51
C 3.01996 -6.14264 1.00879 3.06 0.90 1.88 -0.75
O 4.17688 -5.61834 1.78426 0.49 -1.02 -0.74 -0.38
C 5.41964 -5.55488 1.03811 -1.51 0.95 0.36 -0.73
N 0.95869 -7.11519 1.16524 -3.50 -0.85 -1.85 -0.68
H 1.55723 -8.11409 3.54484 -0.97 -0.29 -0.80 0.40
H 3.06443 -7.76964 3.60295 0.94 0.70 -0.51 0.37
H 2.66007 -8.82640 2.32897 -0.38 0.22 -0.63 0.34
H 1.73935 -5.81725 2.61052 -0.48 -0.24 0.34 0.23
H 2.74195 -5.22476 0.49082 -0.91 -0.44 -0.50 0.40
H 3.34002 -6.94518 0.34426 0.09 0.04 -0.24 0.35
H 6.10828 -4.94506 1.62290 0.16 -0.57 0.32 0.27
H 5.26683 -4.93301 0.15605 -0.12 -0.18 -0.50 0.28
H 5.80278 -6.53207 0.74416 0.07 -0.04 0.21 0.29
H 1.16364 -8.02720 0.78272 -0.02 -0.19 0.18 0.28
H 0.77790 -6.55011 0.34787 -0.08 0.45 0.08 0.25
C -7.76305 5.21924 3.52137 1.35 -0.11 0.89 -1.26
C -6.22325 5.14923 3.56441 0.66 -0.34 -0.99 0.29
C -5.49739 5.82474 4.77359 -0.82 -0.81 -1.15 -0.64
O -6.13705 5.54900 5.95462 -1.37 -0.17 1.63 -0.31
C -5.63551 6.32343 7.01075 -0.92 -0.37 1.16 -0.76
N -5.73823 3.80071 3.29569 0.34 -1.15 0.22 -0.65
H -8.18298 4.54297 2.77679 0.24 0.26 -0.29 0.40
H -8.02501 6.25832 3.32189 -0.67 -0.15 0.44 0.30
H -8.01760 4.78427 4.48787 -0.85 0.64 0.16 0.31
H -5.83328 5.65270 2.67980 -0.02 0.58 0.03 0.25
H -5.56273 6.90134 4.61627 0.71 0.26 -0.24 0.37
H -4.52739 5.37695 4.98966 0.79 0.60 -1.36 0.40
H -6.11765 5.92558 7.90370 0.10 -0.06 0.12 0.27
H -5.94933 7.36690 6.98266 0.10 0.26 -0.50 0.32
H -4.56115 6.27075 7.18703 0.26 -0.14 -0.45 0.27
H -5.95372 3.09226 3.98254 0.04 0.30 0.92 0.23
H -6.24179 3.40084 2.51684 0.06 0.37 -0.60 0.22
C 0.36010 5.43223 6.65535 -0.17 1.46 -0.26 -1.48
C 1.87526 5.21210 6.73601 -1.76 -2.48 -0.82 0.40
C 2.21394 3.81156 6.04940 -1.11 1.69 0.52 -0.70
O 3.57795 3.71742 5.84710 1.44 -0.49 0.53 -0.32
C 4.03803 2.53595 5.16913 -0.68 0.98 0.64 -0.71
N 2.58175 6.19010 5.98667 0.52 0.90 0.67 -0.76
H 0.03956 5.87819 5.71383 0.25 -0.55 -0.66 0.32
H 0.16038 6.30938 7.27084 -0.24 -0.25 0.65 0.36
H -0.33157 4.62268 6.88842 0.39 -0.14 0.23 0.35
H 2.06090 5.24509 7.80958 0.87 -0.16 -0.10 0.31
H 1.77265 3.90083 5.05673 -0.69 -0.29 -0.19 0.34
H 1.71589 3.03777 6.63360 0.40 -0.64 -0.04 0.40
H 5.11413 2.46972 5.32954 -0.17 -0.16 0.17 0.23
H 3.86307 2.63438 4.09778 -0.22 -0.21 -0.12 0.28
H 3.47146 1.72040 5.61855 0.39 -0.51 -0.36 0.31
H 2.28161 6.07465 5.02923 0.08 0.18 -0.34 0.29
H 3.50639 5.78772 6.04364 0.69 0.66 -0.55 0.39
C -1.79416 1.25137 -5.38211 -1.36 1.35 0.67 -1.42
C -0.84410 2.38587 -4.97242 -0.41 -0.78 -0.16 0.40
C -1.54017 3.40642 -4.09533 -0.05 0.83 0.25 -0.53
O -2.59058 4.06327 -4.82837 -0.12 -1.23 0.67 -0.35
C -2.26598 5.25841 -5.44095 -0.13 1.27 -0.76 -0.76
N 0.29029 1.83025 -4.30704 1.40 0.80 0.44 -0.56
H -2.56365 1.76508 -5.95838 -0.12 -0.72 -0.73 0.37
H -2.35700 0.98409 -4.48775 0.07 -0.25 0.37 0.32
H -1.39930 0.30881 -5.76127 0.30 0.55 -0.50 0.38
H -0.57717 3.00909 -5.82591 0.59 -0.48 -0.36 0.31
H -0.85149 4.14967 -3.69357 0.51 0.21 -0.54 0.36
H -1.86681 2.97162 -3.15069 -0.95 -0.36 -0.22 0.15
H -2.19010 6.09251 -4.74338 0.22 0.02 0.31 0.29
H -3.03807 5.55280 -6.15181 -0.58 -0.33 0.27 0.30
H -1.40716 5.28912 -6.11147 0.71 -0.56 0.34 0.31
H 0.08990 1.05620 -3.68997 0.03 -0.09 -0.23 0.20
H 1.07571 1.67639 -4.92310 -0.12 -0.30 0.28 0.23
C -8.43648 -1.67554 1.54961 -0.79 1.33 -1.76 -1.37
C -9.11568 -0.53581 2.36876 0.56 -2.16 2.45 0.37
C -10.63410 -0.71668 2.53676 0.26 0.62 -3.09 -0.57
O -11.07892 -0.52188 1.16842 -2.44 0.82 0.61 -0.31
C -12.50473 -0.06490 1.02969 2.40 -0.71 -0.98 -0.71
N -8.55960 -0.67014 3.71508 0.88 1.02 0.61 -0.68
H -8.84603 -2.66677 1.74407 -0.11 0.14 0.20 0.28
H -7.35101 -1.73960 1.47369 0.09 0.36 1.16 0.41
H -8.63102 -1.41944 0.50814 -0.59 -0.45 -0.31 0.35
H -8.89198 0.49142 2.08090 0.01 -0.28 -0.61 0.28
H -11.11030 0.05681 3.13930 0.33 0.01 0.41 0.39
H -10.90448 -1.71294 2.88671 0.08 -0.13 0.19 0.27
H -12.49627 0.52920 0.11587 -0.06 -0.11 -0.10 0.24
H -12.84486 0.61989 1.80653 0.05 -0.51 0.43 0.32
H -13.08192 -0.96936 0.83757 -0.47 0.28 0.50 0.25
H -8.75913 -1.53625 4.19480 -0.21 -0.05 -0.18 0.23
H -8.87695 0.11328 4.26793 0.02 -0.16 0.45 0.25
C 0.14782 0.82423 0.42137 -0.04 -1.99 -0.29 -1.41
C -1.27843 0.22869 0.08036 1.32 0.65 0.18 0.80
C -1.20084 -1.22650 -0.49059 0.37 0.62 -0.84 -0.66
O -0.37159 -1.17843 -1.66079 -0.63 2.48 0.42 -0.22
C 0.00295 -2.25778 -2.40646 1.12 -1.11 -0.29 -0.79
N -2.04387 0.32447 1.30726 0.13 -0.40 0.56 -0.72
H 0.68735 0.05615 0.97550 -0.02 -0.30 0.21 0.35
H 0.21213 1.67437 1.10050 -0.57 0.36 -0.51 0.42
H 0.74829 0.91524 -0.48375 -0.20 0.57 -0.02 0.27
H -1.68196 0.89189 -0.68476 -0.21 -0.22 -0.49 -0.05
H -2.19724 -1.53691 -0.80513 -0.26 -0.19 0.29 0.34
H -0.75793 -1.94142 0.20282 -0.16 0.05 0.38 0.39
H -0.01109 -3.16397 -1.80089 0.16 -0.33 -0.18 0.30
H 1.00389 -2.04253 -2.78047 0.60 -0.21 0.60 0.28
H -0.43611 -2.44308 -3.38677 -1.44 0.15 0.18 0.25
H -1.90306 1.24797 1.69120 -0.19 -0.06 0.14 0.24
H -3.03550 0.13539 1.27522 0.01 -0.03 -0.41 0.22

***

(2)
92
Properties=species:S:1:pos:R:3:forces:R:3:mulliken_charge:R:1 method="wB97M-V/def2-TZVPD" orbital_gap_ha="0.1743 / 0.1741" spin_multiplicity=1 total_charge=+1 e_tot_ha=-5104.59804 lumo_ev="-6.054 / -6.058" molar_mass_g_mol=1063.4 e_homo_ev="-10.80 / -10.80"
Re 0.29171 1.24877 1.26960 -3.78 -0.38 -2.24 -0.36
C 4.01611 3.32456 2.46705 -0.21 -0.95 -0.03 -1.85
C 2.82231 2.82398 1.69326 0.89 0.00 -0.15 1.52
N 2.03027 1.89259 2.20820 0.29 -0.83 -0.73 0.64
N 2.52637 1.15992 3.29085 0.59 -1.10 -0.03 -1.20
C 1.92081 0.04069 3.56652 0.39 0.84 0.84 0.51
S 0.25070 -0.28802 3.11544 0.77 0.53 -0.69 -0.45
S 2.70883 -1.01050 4.78264 -0.36 1.13 -0.70 -0.04
C 1.77937 -2.52555 4.58475 0.80 -1.60 -0.98 -1.42
C 2.37769 -3.52221 3.56871 0.89 -0.21 -0.05 1.13
C 1.68787 -4.26125 2.57809 -1.98 2.18 0.98 -0.21
C 2.33917 -5.12297 1.76224 2.37 -0.95 -0.81 -0.66
C 3.75823 -5.21734 1.86080 -1.30 -0.59 -0.57 -0.31
C 4.45382 -4.59191 2.88477 0.06 -0.66 -1.76 -0.86
C 3.74847 -3.76664 3.71345 -0.04 0.67 1.39 -0.24
C 2.60294 3.44901 0.38289 -1.09 -0.90 1.32 0.23
C 3.66682 4.02365 -0.33352 -0.96 0.35 0.07 -0.78
C 3.37988 4.65702 -1.52186 1.73 -0.02 0.52 -0.64
C 2.10861 4.72482 -2.04058 -1.39 0.54 -0.11 -0.72
C 1.03525 4.25239 -1.29818 -1.17 -0.60 0.49 -0.14
C 1.26589 3.55696 -0.05539 0.53 1.81 -2.61 0.37
O 0.20196 3.15934 0.63122 0.89 -1.34 0.14 -0.42
H 3.89060 2.88351 3.44194 0.33 0.38 0.56 0.46
H 3.96314 4.41131 2.44993 0.21 -0.02 0.17 0.45
H 5.00389 2.97356 2.09677 -0.75 0.21 -0.10 0.36
H 0.76150 -2.35013 4.32031 -0.78 0.19 0.36 0.62
H 1.89317 -3.01610 5.54535 -0.46 0.10 0.33 0.46
H 0.61063 -4.02607 2.36687 0.95 -0.43 0.53 0.23
H 1.85351 -5.74955 1.00714 -0.06 0.55 0.26 0.40
H 4.24492 -5.79716 1.07348 0.14 0.02 0.51 0.37
H 5.53250 -4.72252 2.88935 -0.16 0.18 0.46 0.38
H 4.30657 -3.29871 4.54055 -0.40 -0.01 -0.44 0.23
H 4.65930 4.07314 0.08986 0.01 -0.21 -0.10 0.42
H 4.20983 5.18041 -1.97490 -0.09 -0.09 -0.45 0.46
H 1.95872 5.28059 -2.97720 -0.12 -0.43 0.46 0.44
H -0.05551 4.36676 -1.61193 1.78 -0.12 0.31 0.34
C -8.38057 0.91131 1.96191 0.78 -0.59 0.02 -1.33
C -6.88261 1.14930 2.21723 -0.47 0.72 0.60 0.62
C -6.44622 2.29361 2.94872 -0.41 -0.04 -0.83 -0.90
C -5.12500 2.74243 2.87777 0.78 -0.08 0.64 0.95
C -4.68873 4.17525 3.18434 -0.30 -0.86 -0.72 -1.51
C -4.21058 1.77760 2.48140 1.46 -1.31 -1.19 -0.45
Te -1.96923 2.19861 2.56287 -0.71 -0.72 -0.50 0.20
C -4.56883 0.52365 1.93031 1.08 0.09 -0.06 0.93
C -3.45537 -0.49137 1.56195 -1.45 -0.46 -1.65 -1.14
C -5.92796 0.28070 1.69340 0.95 0.46 0.81 -0.88
H -8.89590 1.84336 1.75583 0.00 0.13 0.02 0.38
H -8.87765 0.42809 2.82265 0.25 0.13 -0.40 0.29
H -8.46884 0.26556 1.06361 -0.13 0.29 0.64 0.36
H -7.15080 2.91116 3.51873 0.00 -0.13 -0.65 0.37
H -5.52641 4.66526 3.64709 -0.18 0.56 0.13 0.38
H -4.43371 4.66063 2.21656 -0.28 -0.13 0.64 0.32
H -3.82103 4.24960 3.83558 0.07 -0.14 0.13 0.39
H -2.85244 -0.76003 2.41336 0.32 0.11 0.42 0.45
H -2.80041 -0.09123 0.73210 -0.66 -0.40 0.91 0.14
H -3.89918 -1.47977 1.18973 0.45 1.43 0.44 0.31
H -6.17149 -0.63771 1.19579 -0.41 -0.20 -0.24 0.39
C 0.34523 0.10498 -0.14036 0.40 3.28 4.42 0.21
Ge 0.57078 -0.69447 -1.84279 0.51 -0.90 -3.40 2.40
C -0.14636 0.60275 -3.21472 -0.55 0.53 0.92 -0.20
C -0.93376 1.73606 -2.85618 0.41 -0.22 -0.01 0.05
C -1.58907 2.50506 -3.83635 0.22 -0.34 0.41 -0.64
C -1.42905 2.13079 -5.18601 -0.25 0.47 0.56 -0.48
C -0.57096 1.09253 -5.54745 0.02 0.18 0.35 -0.71
C 0.05973 0.33165 -4.57137 -0.06 -0.48 0.12 -0.14
C -0.34297 -2.43615 -2.02176 1.04 0.10 -0.56 0.49
C -0.00632 -3.30395 -3.10756 -0.95 0.94 1.44 -0.49
C -0.78570 -4.43082 -3.25980 -0.44 -0.78 0.15 -0.65
C -1.86187 -4.73172 -2.41604 0.78 1.14 0.86 -0.71
C -2.15157 -3.85497 -1.33874 -1.03 -2.27 -0.66 -0.36
C -1.35167 -2.78272 -1.13541 0.03 1.69 0.28 -0.40
C 2.36317 -1.07013 -2.66054 -0.36 0.01 0.73 0.31
C 3.03174 -0.07257 -3.37713 -0.04 0.79 1.44 -0.61
C 4.30380 -0.28160 -3.85008 0.09 0.55 0.00 -0.41
C 4.89325 -1.54241 -3.74466 0.88 1.27 -1.09 -0.60
C 4.27285 -2.50380 -2.99659 0.06 -1.86 0.03 -0.52
C 2.99038 -2.30347 -2.47581 0.23 0.65 -0.10 -0.55
H -0.98789 2.04703 -1.78799 -0.16 -0.40 -0.83 0.05
H -2.21909 3.37483 -3.50265 0.67 -1.01 -0.65 0.36
H -2.00716 2.68022 -5.91900 0.25 -0.04 -0.20 0.38
H -0.32613 0.83599 -6.57022 -0.43 0.22 -0.14 0.42
H 0.67500 -0.51453 -4.93011 -0.29 0.53 0.52 0.29
H 0.81841 -3.12547 -3.78093 0.00 0.23 0.02 0.45
H -0.54398 -5.15359 -4.02627 0.05 0.03 -0.16 0.40
H -2.32762 -5.68685 -2.53754 -0.61 -0.17 -0.06 0.40
H -2.99684 -4.02162 -0.64661 0.57 -0.19 -0.52 0.37
H -1.60831 -2.12382 -0.29565 0.30 -0.11 -0.29 -0.04
H 2.67391 0.96536 -3.33610 -0.18 -0.52 -0.33 0.28
H 4.83970 0.62683 -4.15159 0.01 -0.74 -0.53 0.35
H 5.82547 -1.66722 -4.33047 -0.41 -0.34 0.98 0.36
H 4.79291 -3.47445 -2.84270 -0.57 0.71 -0.16 0.35
H 2.47714 -3.09008 -1.94223 0.14 -0.09 0.18 0.57